113
Properties=species:S:1:pos:R:3:nbo_charge:R:1 method="wB97M-V/def2-TZVPD" total_charge=-1 homo_energy_ev=-4.76
H -5.25570 -3.02594 4.80894 0.21
H 2.81676 3.05583 -0.71122 0.26
C -4.67940 -3.14026 -0.63015 -0.60
H 3.26206 6.59603 0.77360 0.23
H 0.97600 8.48169 -0.16094 0.23
H 1.48900 -2.56474 4.57291 0.20
H 2.13215 6.30504 -3.45870 0.23
C 0.57208 8.40351 0.85084 -1.11
C 2.19378 -5.37790 4.59968 -0.60
H -2.03421 -3.41336 -1.23326 0.20
C -3.02337 3.88872 -0.92413 -1.11
C 0.40974 3.59297 -2.87230 -1.11
H -0.90545 6.83679 3.30339 0.23
H 5.58246 -2.94990 0.37147 0.20
H 1.01408 3.37383 -3.75618 0.23
H 4.32948 -4.57862 6.13334 0.19
C -3.00374 -2.19096 1.03150 -0.11
C -5.10511 -4.01529 4.37269 -0.59
H -4.95410 -0.50948 0.05286 0.20
H 3.56961 3.80952 -2.13191 0.23
Si -2.24054 5.42465 -0.18156 1.28
H -3.85603 -6.45582 4.22740 0.19
Si 1.30297 4.74652 -1.68642 1.28
H 3.79988 -3.84362 -2.01935 0.19
O -1.48820 -0.42636 0.58442 -0.95
H 3.64074 -1.52559 -2.36542 0.18
C -2.94267 -4.29108 5.55910 -0.60
C -3.48090 -3.11156 1.94522 -0.15
H 5.33389 -4.83735 3.26804 0.21
H 3.19817 7.22119 2.42829 0.23
H -2.75784 6.77839 1.84518 0.23
C -3.60798 -4.29484 4.18260 -0.07
C 0.17321 6.67260 3.32335 -1.11
H 5.60603 -2.23747 -1.24731 0.19
H -4.09284 4.02840 -1.10244 0.23
C 2.90018 -3.43073 3.19694 0.00
H 4.07376 -5.93603 2.68964 0.21
H -1.53962 -2.45323 4.61573 0.21
H -3.50030 7.07038 -1.58698 0.23
C -1.44910 -1.46870 2.73646 -0.32
Te 0.17373 3.08724 1.80515 -0.72
H -5.52884 -2.97890 0.03771 0.20
Si 0.01700 5.01055 0.24562 -0.22
Zn 0.05026 0.69473 0.88062 1.53
C 1.56146 6.41114 -2.53242 -1.11
H -2.83986 -2.37190 -2.42172 0.19
H 2.10310 7.09672 -1.87639 0.23
C -3.42900 -5.69166 3.57148 -0.60
H -3.39053 0.04344 -0.55895 0.24
H -0.53561 4.02888 -3.20399 0.23
C -1.97308 -2.40181 3.62550 -0.21
C -4.15267 -0.72506 -0.65822 -0.60
H -2.54951 3.61784 -1.86983 0.23
C -3.56406 -2.11951 -0.39216 -0.08
H 1.74268 -5.85737 3.72891 0.21
H -1.98923 7.77361 -0.99181 0.23
H -2.89457 3.04355 -0.24341 0.26
C 2.77162 6.48353 1.74296 -1.11
H -2.95374 5.05514 2.15844 0.25
C -3.00060 -3.24504 3.25429 -0.10
H 0.63189 7.44643 3.94516 0.22
H -2.36920 -5.91119 3.42851 0.21
H 4.81366 -3.18542 5.14708 0.21
H 0.34160 5.70195 3.79363 0.25
H -5.55439 -4.75885 5.03736 0.19
H -3.91793 -5.76723 2.59930 0.21
C 3.33942 -3.78089 -1.02926 -0.60
C 3.10806 -1.36035 -1.42285 -0.58
H -4.32848 -4.16666 -0.50049 0.20
H 2.51895 -6.15554 5.29707 0.19
H 0.17556 2.64881 -2.37481 0.24
C 5.12418 -2.19238 -0.26638 -0.60
Si 0.90999 6.70158 1.59730 1.29
H 4.12872 -4.00793 1.56131 0.19
H 4.76190 -6.15061 4.30221 0.20
H -1.87630 -4.51423 5.48747 0.21
C 1.92233 -2.52185 3.57957 -0.23
C -2.44572 6.86312 -1.38659 -1.11
C 2.96389 3.99931 -1.24193 -1.11
H 2.26532 -3.94168 -1.14011 0.21
H 1.41886 -4.78662 5.08946 0.21
H 3.73814 -4.59316 -0.42023 0.20
C 3.37672 -3.30664 1.89798 -0.21
H 0.60489 6.88143 -2.77237 0.23
C -3.12672 5.84190 1.42087 -1.11
C 4.45037 -5.40544 3.56644 -0.60
O 1.58443 -0.43698 0.60233 -0.95
C 3.97447 -3.82722 5.42195 -0.60
H -4.56860 -0.68320 -1.66927 0.19
H -4.20374 5.93949 1.26124 0.23
H 3.29293 -0.34276 -1.08790 0.22
H -5.63850 -4.04358 3.42148 0.21
H -3.40416 -5.05305 6.19180 0.20
C 3.60797 -2.39865 -0.41100 -0.07
H -1.95718 6.64325 -2.33918 0.23
H 1.02018 9.19526 1.45765 0.23
H -5.03800 -3.03758 -1.65674 0.20
C -1.94912 -1.31053 1.42941 0.43
C 2.95748 -2.34014 0.98577 -0.12
C -2.44423 -2.41467 -1.40250 -0.61
H -0.50194 8.59423 0.78785 0.23
H 3.52605 4.65399 -0.57352 0.23
Se 0.04262 -0.40958 3.32073 0.28
C 1.46440 -1.55143 2.71084 -0.30
H 2.03929 -1.45535 -1.60442 0.22
H 5.33167 -1.21456 0.17234 0.21
H -4.27668 -3.77490 1.63288 0.19
H -1.63718 -1.69244 -1.30870 0.24
C 3.38051 -4.49975 4.17652 -0.09
H 3.23335 -3.20640 5.92702 0.21
H 3.00506 5.48554 2.12021 0.25
H -3.05657 -3.32583 6.05612 0.21
C 1.97968 -1.39409 1.39532 0.43